Entry 1:
{"formula": "C34H66FeN7O14S3", "method": "the ωB97M-V functional and the def2-TZVPD basis", "species": ["C", "H", "S", "C", "O", "H", "C", "H", "H", "C", "O", "C", "H", "H", "C", "H", "N", "H", "H", "C", "H", "H", "H", "C", "O", "N", "H", "H", "H", "H", "C", "C", "H", "O", "H", "C", "H", "H", "S", "C", "H", "C", "H", "C", "S", "H", "H", "C", "H", "N", "H", "H", "H", "C", "C", "N", "C", "O", "H", "O", "H", "C", "H", "H", "C", "H", "N", "H", "H", "H", "H", "C", "H", "C", "C", "H", "H", "H", "H", "H", "H", "H", "H", "H", "H", "H", "H", "H", "C", "C", "C", "O", "C", "H", "C", "O", "O", "C", "Fe", "H", "N", "C", "H", "H", "H", "H", "H", "O", "C", "H", "O", "N", "H", "C", "C", "H", "O", "H", "C", "H", "H", "H", "O", "H", "O"], "coordinates": [[3.59, -2.16, 3.18], [-2.00, 1.66, -1.50], [-0.16, -0.63, 0.30], [-4.18, 1.30, -1.67], [-0.10, 0.50, -0.62], [0.73, 3.13, 0.12], [-3.16, -2.08, -2.14], [-6.88, -0.47, 2.75], [-4.39, 1.73, -0.69], [2.86, -1.19, -3.83], [0.82, -3.50, -5.05], [4.92, -2.11, 3.50], [-4.47, 1.88, -2.55], [-2.20, 3.23, 3.26], [-3.16, -0.99, -3.19], [5.02, -0.52, -1.25], [-0.04, -3.88, 1.37], [-1.08, 6.73, 3.23], [0.07, -0.42, 2.86], [-0.44, 1.02, 5.65], [-2.05, 5.72, 4.35], [-3.84, -2.90, -2.38], [-0.29, 1.43, 6.64], [4.53, -0.71, 1.74], [-0.63, 4.68, 3.33], [-4.10, -1.34, 1.29], [2.11, -1.98, -0.58], [2.51, 4.96, 2.98], [-2.25, 0.03, 3.14], [-1.96, -0.19, -5.69], [-0.41, -6.05, 1.84], [-0.87, 3.00, 1.58], [3.28, -0.05, -5.57], [1.15, 3.65, -3.54], [-4.86, 0.44, -1.73], [-4.86, -2.50, 1.21], [-2.54, 0.15, -0.82], [-2.28, 5.70, 2.59], [0.53, 2.86, -2.48], [-1.55, -5.50, 1.19], [1.24, 1.52, 2.10], [-1.32, -4.18, 1.05], [-4.40, 0.58, 1.87], [-6.09, -2.28, 1.76], [-0.39, -2.71, -4.69], [0.31, -2.93, 1.35], [1.58, 0.61, 4.85], [0.51, 0.60, 4.71], [-2.17, -2.44, -1.83], [0.55, 3.32, 1.13], [2.72, 1.18, -2.21], [4.10, 5.66, 2.19], [3.04, 2.18, 0.62], [2.22, -3.41, -2.09], [4.47, 0.30, -1.74], [3.37, -1.35, 2.09], [-1.15, 3.42, 3.03], [1.42, 2.96, -1.29], [1.58, 0.04, -5.24], [-0.61, -2.21, -6.08], [-1.93, -3.33, 0.80], [-2.72, 0.84, -1.64], [-0.71, 2.65, 3.67], [0.73, 4.32, 1.04], [0.51, -5.02, 1.92], [1.15, -3.59, -2.11], [-0.26, 0.01, 3.72], [4.48, 0.11, 1.04], [2.71, -3.78, -2.99], [-1.55, 1.57, -5.97], [4.07, 4.21, 3.24], [-1.56, 0.73, -5.27], [-6.92, -2.97, 1.78], [1.53, 2.56, 1.99], [-1.53, 5.75, 3.39], [3.94, -1.32, -3.87], [3.76, 2.24, 2.24], [3.63, -2.04, -1.30], [-3.59, -1.75, -1.19], [-0.38, -7.04, 2.27], [4.88, 0.13, -2.74], [-1.18, 1.98, 1.37], [-3.37, 1.29, -4.29], [-0.53, 0.51, -4.99], [1.47, 3.05, 2.97], [-2.66, 1.06, 5.68], [-1.89, 2.00, -3.60], [1.49, -4.85, 2.33], [3.50, 4.82, 2.53], [3.01, 2.68, 1.58], [2.99, 0.22, -1.78], [-1.43, -0.65, 1.01], [-6.09, -0.96, 2.21], [-2.76, -1.40, -4.12], [5.50, -1.17, 2.59], [-0.12, -1.59, -3.73], [0.41, 1.44, -2.97], [-1.56, 0.33, 3.92], [-0.06, -0.28, -2.38], [2.52, -4.15, -1.34], [2.31, -0.96, -2.48], [2.56, -2.08, -1.56], [2.77, -2.70, 3.63], [4.80, 1.32, -1.56], [-1.45, 3.65, 0.93], [2.58, 0.34, -0.78], [-4.18, -0.69, -3.41], [-1.46, -3.54, -4.24], [-2.33, 1.10, -4.02], [2.45, -2.10, -4.27], [-0.74, 3.48, -2.14], [-2.22, 0.15, -2.89], [5.35, -2.58, 4.37], [-1.72, 0.85, 5.19], [-4.90, -0.37, 1.79], [2.59, 0.98, -4.24], [3.40, 4.04, 1.33], [-3.11, -1.34, 1.07], [2.55, 0.02, -4.76], [6.55, -0.90, 2.67], [-4.45, -3.42, 0.84], [-2.52, -5.97, 1.05], [0.93, -0.69, 1.23], [2.44, -1.18, 1.72], [-0.04, -1.52, -0.85]], "charge": -2, "lumo_energy_ev": [3.4363, 3.4362], "spin_multiplicity": 6, "e_tot_ev": -142317.7306, "orbital_gap_ev": [5.2, 5.2]}

***

Entry 2:
{"formula": "C34H67ClN3NiO4S3SbSi3", "method": "the ωB97M-V functional and the def2-TZVPD basis", "species": ["H", "H", "S", "H", "C", "C", "H", "H", "H", "C", "H", "C", "H", "H", "C", "S", "H", "H", "H", "C", "H", "H", "C", "H", "O", "C", "Si", "H", "H", "O", "S", "H", "C", "H", "H", "H", "C", "H", "C", "C", "O", "H", "N", "H", "H", "C", "H", "C", "H", "N", "C", "C", "H", "H", "H", "H", "H", "H", "Cl", "H", "H", "H", "H", "Si", "C", "H", "C", "C", "C", "C", "Sb", "H", "H", "H", "C", "C", "H", "H", "H", "H", "H", "H", "Ni", "C", "H", "C", "C", "C", "H", "H", "H", "H", "C", "H", "H", "H", "O", "C", "H", "C", "H", "H", "H", "H", "H", "H", "H", "C", "Si", "H", "C", "C", "H", "H", "H", "C", "N"], "coordinates": [[2.99, 1.45, 5.01], [3.52, 0.62, -3.04], [0.64, 2.27, 1.47], [-6.45, 4.52, 1.82], [-2.81, 1.60, -0.92], [1.16, 0.29, 5.13], [-1.22, 8.35, -1.27], [4.91, -4.25, 0.72], [3.60, -0.96, -3.82], [4.67, -2.90, -1.75], [-4.19, 3.96, 2.66], [3.25, -0.43, -2.93], [1.56, -3.18, -2.23], [2.36, 3.87, 3.10], [2.15, -3.64, 3.48], [1.20, 3.05, 5.03], [-2.77, 4.79, 2.02], [2.76, -4.00, 4.31], [3.29, -4.96, 0.61], [-3.94, 3.78, -1.35], [5.15, 0.92, -0.61], [-4.80, 3.17, -1.09], [-1.11, -0.15, -1.50], [-2.19, -3.02, 1.94], [-5.14, 5.70, -1.45], [-0.35, 7.71, -1.26], [3.98, -1.17, -1.34], [-0.55, 0.29, 1.25], [5.89, -0.51, 0.12], [0.01, -0.35, -2.07], [0.07, -0.52, 3.91], [-3.27, 7.11, -0.79], [-0.38, 6.49, -0.60], [-3.83, 6.99, 1.40], [0.12, -5.79, 1.47], [2.16, -0.48, -2.91], [-0.77, 1.20, 1.86], [2.81, 5.51, -1.24], [1.98, 1.45, 4.58], [1.93, 7.34, -1.90], [-2.17, -1.06, -1.59], [-0.70, 3.67, 2.89], [-1.57, 3.33, -1.61], [-5.87, 3.25, 0.76], [5.03, -2.95, -2.78], [-0.85, 2.27, -1.68], [-0.84, 1.69, 3.99], [5.46, -0.11, -0.80], [5.52, -3.13, -1.10], [-2.77, 2.96, -1.12], [0.30, 3.77, 2.45], [0.57, -3.64, -2.19], [3.92, -3.68, -1.61], [0.17, 2.21, -1.99], [-4.01, 3.99, -2.42], [-6.62, 4.69, 0.07], [-3.71, 0.99, -0.98], [0.72, -5.90, -0.18], [3.36, 7.87, -2.72], [1.29, 5.07, 3.85], [4.37, -1.09, 3.39], [0.77, 4.75, -0.09], [-1.56, -1.66, -3.49], [3.28, -2.94, 2.12], [-2.76, -4.50, -0.71], [2.05, 1.40, 3.50], [-4.60, 5.03, 0.83], [-2.88, 6.09, -0.85], [1.92, 6.13, -1.24], [-0.99, 0.84, 3.32], [2.28, -1.12, 0.60], [-1.24, -1.90, 0.97], [-5.33, 6.59, -1.13], [0.81, 9.10, -2.43], [-5.97, 4.33, 0.86], [1.36, 4.04, 3.51], [0.00, -3.31, -3.06], [-0.43, -2.96, 2.14], [-5.54, 7.00, 0.93], [-1.81, 6.61, 0.97], [-3.34, 3.29, 1.27], [5.48, -1.78, 2.21], [0.00, -1.08, -0.21], [0.80, 8.15, -1.91], [0.28, 4.61, 1.75], [-2.48, -1.40, -2.95], [-1.24, -2.91, 1.41], [-1.65, 6.00, 0.08], [-3.26, -3.58, -1.02], [-0.84, -6.61, 0.24], [-2.97, -0.57, -3.45], [1.81, -0.51, 5.47], [0.77, 5.71, -0.60], [4.29, -5.22, 2.05], [6.25, -0.10, -1.56], [-2.02, 0.49, 3.43], [-0.06, -3.23, -1.00], [4.72, -2.03, 2.95], [1.45, -2.91, 3.87], [-3.66, 4.22, 1.74], [-2.73, -5.19, -1.56], [-3.38, -4.97, 0.06], [-3.14, -2.26, -2.93], [5.19, -2.62, 3.73], [-1.48, 4.98, 0.39], [-1.68, 1.66, 1.45], [-5.05, 6.33, 2.49], [-4.09, 5.15, -0.64], [-1.05, -4.14, -0.01], [1.58, -4.49, 3.10], [-4.76, 6.43, 1.44], [4.01, -4.49, 1.29], [0.68, -4.73, -2.24], [0.54, 0.61, 5.98], [-2.55, 5.95, -1.88], [-0.18, -5.76, 0.42], [-1.58, 1.14, -1.33]], "de_lowest_kcal_mol": 70.9, "lumo_energy_ev": [-0.1445, -0.0320], "spin_multiplicity": 3, "e_tot_ev": -165247.3336, "orbital_gap_ev": [5.6, 5.8]}

***

Entry 3:
{"formula": "C34H67I2O12P", "method": "the ωB97M-V functional and the def2-TZVPD basis", "species": ["H", "C", "H", "H", "H", "C", "H", "O", "H", "C", "H", "O", "H", "C", "H", "H", "H", "C", "H", "H", "C", "O", "H", "O", "H", "H", "H", "H", "H", "C", "H", "C", "H", "C", "O", "H", "H", "C", "H", "I", "C", "C", "C", "C", "C", "C", "H", "C", "C", "H", "H", "H", "O", "C", "H", "H", "H", "P", "H", "H", "H", "H", "O", "H", "H", "C", "C", "H", "H", "O", "O", "H", "H", "H", "C", "H", "H", "H", "C", "C", "H", "H", "O", "C", "H", "H", "C", "H", "H", "C", "H", "O", "H", "I", "C", "H", "H", "H", "C", "H", "H", "H", "O", "C", "C", "H", "H", "H", "C", "H", "C", "H", "C", "H", "H", "H"], "coordinates": [[-4.94, 4.11, -1.25], [-2.87, 1.61, -2.38], [2.14, -2.24, -9.52], [0.10, -4.37, 2.08], [-1.36, -2.47, 3.91], [1.06, -3.58, -0.42], [5.15, -2.44, -8.89], [1.04, -0.11, 2.85], [-1.35, -5.35, 1.22], [6.94, -3.26, -5.47], [3.22, -3.47, -10.15], [-5.39, 4.16, -2.16], [-1.95, -1.69, 11.78], [7.82, -3.12, -6.69], [2.80, -2.10, -0.59], [7.48, -2.95, -4.57], [-2.37, 6.37, 3.40], [1.19, 0.33, -1.85], [-3.80, -0.82, 12.84], [1.33, 8.27, -2.03], [-3.37, -3.62, 4.12], [0.72, -2.30, -4.60], [-3.77, 6.26, -2.80], [-1.46, 5.10, -1.39], [-3.61, -0.28, 9.82], [-1.97, 1.32, 3.19], [2.13, -1.65, -5.94], [-4.37, 0.80, 11.00], [8.72, -3.74, -6.60], [0.76, 7.60, -1.26], [0.85, 5.51, -0.20], [-3.82, -1.13, 11.79], [-4.08, -3.96, 3.23], [-1.32, 3.87, -1.89], [-3.62, 5.72, -3.63], [-2.94, 5.13, 2.27], [0.44, -0.98, -7.67], [2.70, 0.97, -2.00], [8.12, -2.08, -6.82], [3.31, 6.71, 0.25], [3.18, -2.44, -9.80], [1.54, 6.17, -0.92], [-2.84, -3.88, 7.92], [1.00, -1.30, -1.76], [-0.52, -3.56, 0.00], [1.84, 5.25, -2.25], [0.77, -0.93, 3.29], [1.62, -2.00, -0.41], [-2.68, 3.11, -2.50], [3.80, -4.01, -7.88], [-0.50, 5.62, 1.89], [0.78, -3.21, -4.93], [-3.77, -3.25, 7.06], [-1.69, 0.75, -1.57], [3.01, 5.36, -2.47], [-0.13, -1.62, -1.97], [-0.63, -0.13, 1.65], [-4.11, 4.05, -3.38], [-2.62, 0.50, 11.04], [-3.72, -2.57, 4.52], [0.21, -2.68, -7.19], [-0.56, 1.48, 4.27], [5.79, -2.44, -5.60], [-4.16, -3.82, 9.64], [-4.29, -5.29, 8.69], [-1.06, 0.83, 3.54], [2.84, 2.61, -2.12], [-0.87, -1.44, -6.56], [1.74, -4.29, 0.24], [-0.80, 7.64, 1.65], [-2.81, -2.11, 11.59], [1.61, -1.75, -2.68], [-2.14, -3.13, 8.29], [0.66, 8.24, -0.26], [0.17, -1.64, -6.84], [7.28, -3.41, -7.60], [-3.82, 1.07, -2.81], [-4.79, -1.60, 11.59], [-1.28, 6.31, 1.54], [-2.55, 6.15, 2.34], [4.05, -1.20, -8.26], [-1.34, -0.09, 4.07], [-2.04, -0.28, -0.80], [0.06, 2.97, -1.91], [-3.32, 6.84, 2.00], [0.15, 1.45, 1.87], [4.11, -2.23, -8.62], [5.31, -2.74, -6.40], [-0.33, 7.45, -1.66], [1.54, 3.65, -2.08], [1.39, -1.43, 0.58], [-1.94, -3.47, 2.07], [-2.87, -5.04, 9.74], [0.86, 6.01, -4.09], [-1.82, -3.50, 3.54], [-2.28, -4.62, 7.34], [3.94, 3.05, -2.26], [1.03, -0.40, -5.30], [-0.15, 1.32, -1.77], [3.63, 0.25, -2.03], [1.11, -3.94, -1.55], [3.45, -1.78, -10.63], [3.73, -3.10, -7.56], [-0.14, 0.53, 2.38], [-0.87, -4.29, 1.43], [-1.47, 6.10, 0.48], [6.62, -4.30, -5.33], [-1.13, -4.35, 3.96], [1.09, -1.44, -5.66], [-3.46, -4.47, 4.95], [-3.58, -4.55, 9.07], [-1.19, -3.97, -0.89], [-3.60, 0.04, 10.86], [-0.83, -2.42, 0.12], [-0.62, 7.81, 2.59], [-4.26, -2.59, 7.58]], "smiles": "CCOCCCCCc1ccc([C@@H](I)[C@H](C)I)c2c1C(=O)C=C(P(O)O)C2=O.CCO.CCO.CCO.CCO.CCO.CCO.CCO", "lumo_energy_ev": -1.8373, "e_tot_ev": -86386.8899, "orbital_gap_ev": 6.8}

***

Calculated max |F| in order - 8.123 1.690 8.051 eV/Å